This record from OMol25 describes a molecular structure, C26H25AuFIN5O7. The level of theory is ωB97M-V/def2-TZVPD.

Computed properties:
spin multiplicity: 3
energy above the lowest of the compared OMol25 structures with the same formula, charge and spin: 0.370 eV
gap between HOMO and LUMO (spin up / spin down): 8.4 / 5.7 eV
strongest force on any atom: 0.42 eV Å⁻¹
⟨S²⟩: 2.011
HOMO (spin up / spin down): -0.4194 / -0.4193 Eh
E_LUMO (spin up / spin down): -3.00 / -5.71 eV
total charge: +1

Last column: Löwdin charge in e.
Atoms and positions in Å:
Au -1.87956 -0.07453 0.42816  1.3856
F -2.07083 2.77745 -5.52505  0.1080
C -1.54012 1.58814 -5.25349  -0.1835
C -2.20614 0.67243 -4.55166  0.0537
N -1.66395 -0.57212 -4.27789  -0.0043
C -2.34461 -1.45607 -3.35974  -0.0238
C -2.18184 -1.00968 -1.93191  -0.6011
O -2.92297 -1.45459 -1.02520  -0.0083
O -1.26414 -0.17736 -1.64213  -0.0418
C -0.37044 -0.89371 -4.63977  -0.4609
O 0.16675 -1.93069 -4.31075  0.0805
N 0.26547 0.05848 -5.40247  0.2274
C -0.18994 1.32973 -5.75979  -0.3872
O 0.48463 2.09194 -6.39921  0.1323
H -3.20114 0.86223 -4.17273  0.1566
H -1.88685 -2.44392 -3.44964  0.1480
H -3.40267 -1.54473 -3.60332  0.1520
H 1.20375 -0.17567 -5.70157  0.1760
C 5.93634 -1.37586 1.05515  -0.0312
C 4.48013 -1.62062 0.79723  -0.2284
C 4.05436 -2.17829 -0.40379  0.0074
C 2.71443 -2.41814 -0.65885  -0.1778
C 2.33608 -3.04403 -1.97649  -0.0322
C 1.76538 -2.05735 0.32920  -0.0997
C 0.38298 -2.28545 0.02380  -0.1426
O -0.58792 -1.95981 0.72724  -0.1150
C 2.18477 -1.50802 1.57033  -0.1642
C 1.23726 -1.16763 2.68324  -0.0309
C 3.53489 -1.30215 1.77035  0.0044
H 6.55178 -1.72077 0.22780  0.0802
H 6.25760 -1.88924 1.96188  0.0918
H 6.12318 -0.31096 1.20166  0.0924
H 4.78832 -2.44270 -1.15396  0.1206
H 3.23713 -3.26218 -2.54559  0.0851
H 1.71616 -2.38708 -2.58618  0.0629
H 1.80065 -3.98518 -1.84293  0.0954
H 0.16960 -2.82139 -0.91148  0.1308
H 0.59255 -2.01020 2.93088  0.0850
H 0.59643 -0.32494 2.42400  0.0520
H 1.80289 -0.88094 3.56877  0.0874
H 3.86811 -0.88883 2.71425  0.1258
C 0.59767 4.89252 1.98867  0.0110
N -0.38515 4.06824 1.28233  -0.0330
C -1.33854 4.62126 0.49556  -0.0144
C -2.29303 3.89646 -0.14107  0.0354
C -2.21201 2.50164 0.06664  -0.4625
O -3.03152 1.61612 -0.40732  -0.0206
N -1.24821 1.95999 0.80785  0.0731
C -0.31047 2.68650 1.50392  -0.4968
O 0.50654 2.20081 2.24834  0.0900
H 0.55263 5.90146 1.58833  0.0956
H 1.58954 4.47497 1.83733  0.1020
H 0.37926 4.90128 3.05513  0.1048
H -1.29519 5.69860 0.40895  0.1422
H -3.05075 4.34436 -0.75949  0.1246
I -2.51558 1.87845 6.07553  0.9552
C -2.58612 0.30250 4.73365  -0.7112
C -2.71166 -1.01319 5.15719  -0.0962
C -2.75589 -2.01948 4.20734  -0.0207
C -2.66183 -1.68885 2.86963  -0.1058
N -2.54454 -0.41767 2.47315  -0.0377
C -2.50168 0.56097 3.37974  -0.1867
H -2.77485 -1.24796 6.21065  0.1116
H -2.85732 -3.05545 4.49542  0.1226
H -2.67889 -2.43776 2.09034  0.1181
H -2.41096 1.56868 3.00384  0.0912

***

This record from OMol25 describes a molecular structure, C26H25AuN4 in a non-equilibrium geometry. The level of theory is ωB97M-V/def2-TZVPD.

Computed properties:
spin multiplicity: 3
energy above the lowest of the compared OMol25 structures with the same formula, charge and spin: 0.385 eV
gap between HOMO and LUMO (spin up / spin down): 4.1 / 5.4 eV
strongest force on any atom: 1.19 eV Å⁻¹
⟨S²⟩: 2.058
HOMO (spin up / spin down): -0.1359 / -0.2561 Eh
E_LUMO (spin up / spin down): 0.35 / -1.56 eV

Last column: Löwdin charge in e.
Atoms and positions in Å:
Au -0.03647 0.25084 -0.66769  0.8599
C 0.16899 2.08712 2.10141  -0.1607
C -1.24310 1.55473 2.41078  -0.0956
C -1.34613 0.05298 2.48527  -0.2622
C -1.67962 -0.55564 3.69092  -0.0241
C -1.83103 -1.92983 3.76141  -0.0616
C -1.62500 -2.67082 2.60666  -0.0669
C -1.27493 -1.99679 1.45522  -0.1368
N -1.14149 -0.67063 1.37335  0.0622
N 0.46917 2.21122 0.67926  -0.2444
C -0.29740 3.24169 -0.02788  -0.1477
C -1.64601 2.75922 -0.51054  -0.3473
C -2.75553 3.55909 -0.42361  -0.0978
C -3.98992 3.14208 -0.95356  -0.1378
C -4.03367 1.85772 -1.55415  -0.1366
C -2.90592 1.09353 -1.60102  -0.2033
N -1.68893 1.51272 -1.11721  -0.1165
C 1.90229 2.18592 0.41413  -0.1531
C 2.45292 0.79120 0.64223  -0.2721
C 3.36468 0.56442 1.64778  -0.0316
C 3.82248 -0.73775 1.87281  -0.0543
C 3.43223 -1.72068 1.01016  -0.0278
C 2.55185 -1.44461 -0.07389  -0.2460
N 1.99451 -0.18720 -0.18006  0.0368
H 0.89897 1.40144 2.53773  0.1144
H 0.30028 3.06414 2.59399  0.1229
H -1.93775 1.92997 1.65721  0.1080
H -1.55155 1.95735 3.37595  0.1118
H -1.82987 0.05285 4.57321  0.1102
H -2.10362 -2.40888 4.69216  0.1069
H -1.73908 -3.74598 2.60103  0.1027
H -1.09457 -2.54524 0.53707  0.0888
H 0.28674 3.52984 -0.91045  0.1190
H -0.43219 4.13760 0.59263  0.1209
H -2.66605 4.52516 0.06205  0.0996
H -4.86644 3.77095 -0.89481  0.0712
H -4.95381 1.47707 -1.97811  0.0849
H -2.91889 0.10155 -2.03704  0.0777
H 2.45541 2.90836 1.03152  0.1251
H 2.04843 2.44064 -0.63703  0.1201
H 3.71136 1.38906 2.25543  0.1138
H 4.48790 -0.95003 2.69878  0.1104
H 3.79710 -2.73263 1.12588  0.1124
H 3.21810 -3.20923 -0.97423  0.1127
C 2.45428 -2.44452 -1.06604  0.0296
C 1.68024 -2.53999 -2.27926  -0.2283
C 0.29090 -2.35866 -2.36911  -0.0727
C -0.36575 -2.42667 -3.59025  -0.0786
C 0.33628 -2.70835 -4.74746  -0.0810
C 1.70310 -2.96952 -4.67137  -0.0839
C 2.35624 -2.90745 -3.45976  -0.0416
H -0.29067 -2.32304 -1.45643  0.0641
H -1.43759 -2.27924 -3.62970  0.1061
H -0.17575 -2.76278 -5.69891  0.1034
H 2.25322 -3.22173 -5.56894  0.1028
H 3.42105 -3.10255 -3.40751  0.1120

***

This record from OMol25 describes a molecular structure, C26H25BN7O3S2Ti. The level of theory is ωB97M-V/def2-TZVPD.

Computed properties:
spin multiplicity: 3
energy above the lowest of the compared OMol25 structures with the same formula, charge and spin: 0.000 eV
gap between HOMO and LUMO (spin up / spin down): 5.2 / 6.7 eV
strongest force on any atom: 0.58 eV Å⁻¹
⟨S²⟩: 2.020
HOMO (spin up / spin down): -0.1100 / -0.1756 Eh
E_LUMO (spin up / spin down): 2.16 / 1.97 eV
total charge: -1

Last column: Löwdin charge in e.
Atoms and positions in Å:
Ti -0.42386 0.32672 1.09489  0.7014
O -4.56166 -4.28605 -2.08826  -0.0502
C -3.32851 -4.25589 -2.24808  -0.6992
O -2.59212 -4.89351 -3.02123  -0.0522
C -2.58967 -3.23564 -1.34243  -0.0992
C -3.32619 -2.37464 -0.50101  0.0561
C -2.65612 -1.45883 0.26591  -0.2168
N -1.30039 -1.34573 0.24212  0.0012
C -0.57747 -2.13749 -0.58979  -0.2236
C -1.22623 -3.11015 -1.37790  0.0352
C 0.80709 -1.80829 -0.65396  -0.2261
C 1.77780 -2.62242 -1.27353  -0.0184
C 3.09550 -2.26075 -1.23741  -0.0855
C 3.45814 -1.07699 -0.54974  -0.0781
C 2.47654 -0.33888 0.04844  -0.1355
N 1.16602 -0.65583 0.01042  -0.0056
C -3.31518 -0.48734 1.15202  -0.1984
C -4.69729 -0.39637 1.31206  0.0106
C -5.20441 0.56010 2.16908  -0.0539
C -4.33672 1.39310 2.86865  -0.0496
C -2.97864 1.23931 2.67019  -0.1052
N -2.49134 0.33994 1.81825  0.0060
H -4.40128 -2.48164 -0.51387  0.1105
H -0.68740 -3.74798 -2.06631  0.1154
H 1.45969 -3.53287 -1.76102  0.1091
H 3.84958 -2.87965 -1.70527  0.0954
H 4.48659 -0.75146 -0.48150  0.0919
H 2.72253 0.55831 0.59773  0.0816
H -5.34951 -1.06012 0.76546  0.1137
H -6.27528 0.65345 2.29670  0.1069
H -4.69960 2.14448 3.55476  0.1028
H -2.24374 1.83742 3.19671  0.1052
C 3.07004 2.13425 3.24130  -0.0294
N 3.04257 2.52682 1.84826  -0.1414
C 4.12493 2.64183 1.00223  -0.0633
C 3.62488 2.96387 -0.21348  -0.0709
N 2.25454 3.03509 -0.12550  0.0091
B 1.32870 3.45727 -1.33287  -0.4404
N 0.90811 2.20541 -2.16712  0.0030
C 1.66939 1.70855 -3.20247  -0.0732
C 0.97364 0.73041 -3.82233  -0.0520
N -0.23507 0.63498 -3.16740  -0.1156
C -1.33243 -0.23864 -3.53064  -0.0172
C -0.25093 1.51714 -2.13781  -0.7157
S -1.55688 1.65105 -1.04890  0.6453
C 1.90804 2.77664 1.14448  -0.7247
S 0.35962 2.73100 1.86496  0.6461
H 4.10772 1.98244 3.53065  0.0891
H 2.49622 1.21796 3.38341  0.0757
H 2.61808 2.91056 3.85573  0.0879
H 5.13273 2.49290 1.34465  0.1147
H 4.12573 3.16543 -1.14256  0.1154
H 2.03620 4.11964 -2.04986  0.0690
H 0.36895 4.03110 -0.91866  0.0582
H 2.63651 2.12149 -3.42406  0.1101
H 1.20834 0.10947 -4.66768  0.1141
H -1.06911 -0.75462 -4.45111  0.0957
H -2.23631 0.34955 -3.67725  0.0870
H -1.51805 -0.96624 -2.74562  0.0675
C 0.88067 -1.91713 3.20222  -0.0872
C 0.23033 -0.55493 2.97419  -0.4827
O 0.00674 0.14246 3.95941  -0.1055
H 1.62133 -1.85296 4.00435  0.0648
H 1.33238 -2.31840 2.29441  0.0479
H 0.09549 -2.60872 3.52303  0.0731